# 1
C41H56N8O5PbS | wB97M-V/def2-TZVPD

CARTESIAN COORDINATES (ANGSTROEM)
Pb: 0.41 -0.75 -0.05
N: -2.56 -4.44 -0.32
C: -1.52 -3.56 -0.65
S: -0.19 -3.54 0.46
N: -1.68 -2.95 -1.78
N: -0.65 -2.08 -2.14
C: -0.49 -2.01 -3.40
C: 0.48 -1.22 -4.14
C: 0.56 -1.45 -5.52
C: 1.47 -0.82 -6.34
C: 2.36 0.09 -5.75
C: 2.31 0.36 -4.40
C: 1.36 -0.26 -3.53
O: 1.31 0.07 -2.31
H: -2.62 -4.58 0.68
H: -3.44 -4.16 -0.74
H: -1.14 -2.65 -4.01
H: -0.14 -2.17 -5.95
H: 1.50 -1.03 -7.40
H: 3.10 0.59 -6.37
H: 3.00 1.06 -3.94
C: -4.32 4.59 3.65
C: -4.88 3.17 3.84
C: -4.62 2.73 5.29
C: -6.39 3.22 3.62
C: -4.18 2.21 2.87
C: -2.84 1.96 2.99
C: -2.15 1.06 2.14
N: -0.86 0.71 2.28
C: 0.11 1.42 2.81
C: 0.09 2.84 3.00
C: 1.17 3.50 3.48
C: 2.34 2.73 3.82
C: 2.49 1.40 3.63
C: 1.33 0.63 3.14
O: 1.31 -0.59 3.08
C: 3.87 0.78 3.93
C: 4.16 0.90 5.43
C: 3.99 -0.70 3.55
C: 4.94 1.54 3.14
C: 1.24 5.02 3.63
C: 1.54 5.37 5.09
C: 2.35 5.57 2.73
C: -0.08 5.69 3.24
C: -2.88 0.31 1.12
O: -2.33 -0.52 0.38
C: -4.30 0.65 0.97
C: -4.87 1.55 1.81
C: -5.08 -0.04 -0.15
C: -4.43 0.30 -1.50
C: -6.54 0.40 -0.21
C: -5.05 -1.56 0.05
H: -4.80 5.30 4.33
H: -4.49 4.92 2.62
H: -3.25 4.61 3.83
H: -5.15 3.39 5.98
H: -3.56 2.76 5.53
H: -4.98 1.71 5.44
H: -6.84 3.88 4.36
H: -6.84 2.23 3.72
H: -6.64 3.61 2.63
H: -2.28 2.40 3.81
H: -0.78 3.38 2.64
H: 3.20 3.29 4.18
H: 3.43 0.33 6.01
H: 4.12 1.94 5.77
H: 5.15 0.50 5.65
H: 3.32 -1.33 4.12
H: 5.03 -1.01 3.74
H: 3.78 -0.86 2.49
H: 5.01 2.59 3.45
H: 4.72 1.52 2.07
H: 5.92 1.08 3.30
H: 2.49 4.95 5.42
H: 0.75 4.99 5.75
H: 1.59 6.46 5.21
H: 3.32 5.14 2.98
H: 2.42 6.66 2.84
H: 2.15 5.34 1.68
H: -0.90 5.33 3.86
H: -0.33 5.51 2.19
H: 0.00 6.77 3.38
H: -5.92 1.77 1.69
H: -4.44 1.38 -1.67
H: -4.97 -0.19 -2.32
H: -3.39 -0.04 -1.52
H: -6.64 1.47 -0.40
H: -7.07 0.16 0.72
H: -7.04 -0.13 -1.02
H: -4.02 -1.92 0.00
H: -5.64 -2.05 -0.73
H: -5.47 -1.83 1.02
N: 2.67 -1.91 -0.71
N: 3.81 -1.08 -0.70
C: 3.65 0.29 -0.29
O: 4.61 1.01 -0.59
O: 2.63 0.58 0.40
H: 2.82 -2.74 -0.14
H: 2.39 -2.17 -1.64
H: 4.35 -1.12 -1.54
C: -0.51 5.36 -1.39
N: -0.73 3.93 -1.50
C: -1.10 3.24 -2.64
C: -1.12 1.93 -2.28
N: -0.79 1.80 -0.95
C: -0.56 3.01 -0.53
H: -1.20 5.88 -2.05
H: 0.52 5.62 -1.66
H: -0.69 5.67 -0.37
H: -1.27 3.74 -3.57
H: -1.33 1.06 -2.89
H: -0.24 3.27 0.47

Summary:
HOMO energy (spin up / spin down) ... -1.8 / -1.8 eV
Net charge ... -2
Kohn-Sham gap (spin up / spin down) ... 5.6 / 5.6 eV

Atomic partial charges in e from the Löwdin method, atoms 1 to 4: 1.364 0.013 -0.958 0.410

---

# 2
C41H57Cl2N7OS2 | wB97M-V/def2-TZVPD

CARTESIAN COORDINATES (ANGSTROEM)
C: 3.40 -2.87 -0.54
C: 4.40 -1.98 -1.30
O: 4.16 -0.60 -1.00
C: 3.75 0.14 -2.13
C: 2.29 -0.08 -2.45
C: 1.86 -0.65 -3.62
S: 3.03 -1.19 -4.85
C: 0.47 -0.86 -3.90
C: -0.08 -1.43 -5.19
Cl: 0.27 -0.31 -6.55
C: 0.24 -2.92 -5.54
C: 1.02 -3.19 -6.82
Cl: 1.00 -3.78 -4.15
C: -0.44 -0.50 -2.95
N: -1.82 -0.67 -3.18
C: -2.39 -1.72 -2.74
C: -3.77 -2.04 -3.24
C: -1.78 -2.65 -1.72
C: -0.02 0.10 -1.74
N: -0.97 0.43 -0.82
C: -0.57 0.99 0.28
C: -1.62 1.40 1.29
S: -3.21 0.57 1.12
C: -3.20 -0.61 2.51
C: -2.94 -2.04 2.01
C: 0.82 1.25 0.52
C: 1.29 1.95 1.77
C: 1.31 3.47 1.60
C: 2.50 4.20 2.26
C: 2.42 5.69 1.92
C: 3.84 3.63 1.83
N: 1.75 0.90 -0.33
C: 1.34 0.31 -1.49
H: 2.74 -3.41 -1.22
H: 2.82 -2.22 0.11
H: 3.91 -3.59 0.10
H: 5.41 -2.20 -0.96
H: 4.34 -2.16 -2.37
H: 3.87 1.19 -1.86
H: 4.39 -0.02 -3.00
H: 3.66 -0.04 -5.11
H: -1.15 -1.37 -5.08
H: -0.73 -3.41 -5.65
H: 0.34 -3.20 -7.67
H: 1.46 -4.19 -6.75
H: 1.83 -2.49 -6.99
H: -4.33 -2.50 -2.43
H: -3.72 -2.74 -4.07
H: -4.30 -1.12 -3.49
H: -1.60 -2.07 -0.81
H: -2.50 -3.43 -1.46
H: -0.86 -3.11 -2.08
H: -1.28 1.23 2.32
H: -1.76 2.48 1.18
H: -4.15 -0.56 3.05
H: -2.41 -0.31 3.20
H: -3.41 -2.75 2.69
H: -1.87 -2.25 2.02
H: -3.34 -2.16 1.01
H: 2.30 1.57 1.93
H: 0.71 1.64 2.64
H: 1.29 3.74 0.54
H: 0.40 3.89 2.04
H: 2.39 4.08 3.34
H: 3.43 6.11 1.86
H: 1.94 5.86 0.95
H: 1.91 6.27 2.69
H: 4.67 4.25 2.17
H: 4.03 2.62 2.20
H: 3.90 3.56 0.74
C: -7.57 -1.55 -1.78
C: -8.01 -0.51 -2.64
C: -8.96 -1.04 -3.47
N: -9.11 -2.36 -3.15
C: -8.27 -2.68 -2.12
H: -6.83 -1.48 -1.01
H: -7.67 0.51 -2.64
H: -9.55 -0.59 -4.26
H: -9.74 -3.00 -3.60
H: -8.23 -3.68 -1.72
C: 0.99 -0.40 4.89
C: 0.90 -1.58 4.11
C: 0.15 -2.48 4.82
N: -0.22 -1.89 6.00
C: 0.29 -0.61 6.05
H: 1.50 0.52 4.64
H: 1.34 -1.75 3.14
H: -0.15 -3.49 4.59
H: -0.77 -2.32 6.72
H: 0.11 0.03 6.90
C: -5.10 2.23 6.35
C: -4.42 2.78 5.23
C: -3.26 2.07 5.07
N: -3.22 1.11 6.05
C: -4.34 1.20 6.83
H: -6.05 2.56 6.75
H: -4.74 3.60 4.61
H: -2.47 2.16 4.35
H: -2.48 0.45 6.17
H: -4.49 0.53 7.65
C: 6.76 2.42 -0.70
C: 7.98 3.11 -0.95
C: 8.88 2.19 -1.42
N: 8.24 0.98 -1.46
C: 6.95 1.11 -1.03
H: 5.85 2.85 -0.32
H: 8.18 4.16 -0.79
H: 9.90 2.29 -1.73
H: 8.66 0.12 -1.77
H: 6.28 0.27 -1.00

Summary:
Structure (SMILES) ... CCOCc1c(S)c([C@@H](Cl)[C@@H](C)Cl)c(N=C(C)C)c2nc(CSCC)c(CCC(C)C)nc12.c1cc[nH]c1.c1cc[nH]c1.c1cc[nH]c1.c1cc[nH]c1
HOMO energy ... -8.1 eV
Kohn-Sham gap ... 8.1 eV

Atomic partial charges in e from the Löwdin method, atoms 1 to 4: -0.051 -0.239 -0.175 -0.207